# 1
The following is a quantum chemistry calculation of C23H28MgN4O4S6SeSi2Te as an isolated structure, from the OMol25 dataset.

Each line ends with the Mulliken charge.
Element x y z (Å)
Mg1 -1.703 -0.013 1.159  1.122
S1 -5.393 2.887 -4.756  -0.397
C1 -4.496 2.253 -3.481  0.105
S2 -3.629 0.784 -3.560  -0.152
C2 -2.984 0.748 -1.934  0.096
C3 -3.318 1.819 -1.165  0.216
S3 -2.866 2.161 0.488  -0.574
S4 -4.323 3.009 -1.959  -0.162
S5 -2.007 -0.624 -1.487  -0.385
S6 -4.053 -7.204 2.271  0.064
N1 -2.570 -6.623 1.973  -0.706
C4 -2.698 -5.320 1.798  1.105
C5 -1.622 -4.393 1.511  0.369
C6 -0.285 -4.775 1.370  -0.893
C7 0.656 -3.808 1.107  -0.835
C8 0.247 -2.477 0.998  -0.469
N2 -1.018 -2.117 1.115  0.052
C9 -1.943 -3.041 1.374  -0.392
C10 -3.331 -2.570 1.505  -0.242
N3 -3.540 -1.262 1.347  0.371
C11 -4.769 -0.786 1.426  -0.345
C12 -5.873 -1.605 1.672  -0.891
C13 -5.675 -2.957 1.844  -0.611
C14 -4.376 -3.461 1.761  0.395
C15 -4.048 -4.863 1.921  0.927
N4 -4.907 -5.830 2.186  -0.710
H1 -0.015 -5.817 1.481  0.491
H2 1.704 -4.053 1.004  0.452
H3 0.944 -1.665 0.826  0.503
H4 -4.852 0.287 1.276  0.443
H5 -6.861 -1.170 1.722  0.404
H6 -6.499 -3.632 2.035  0.508
C16 4.276 0.588 -4.748  -1.043
Si1 3.200 0.212 -3.236  0.306
C17 1.864 -0.994 -3.754  -0.787
C18 4.316 -0.569 -1.938  -0.979
C19 2.433 1.779 -2.581  -0.838
Te1 1.244 1.382 -0.808  0.153
C20 2.804 1.957 0.556  -0.887
Si2 2.602 3.728 1.127  0.260
C21 2.805 4.902 -0.339  -1.081
C22 0.934 3.975 1.925  -0.635
C23 3.975 4.144 2.359  -1.083
H7 4.744 -0.320 -5.139  0.270
H8 5.071 1.296 -4.501  0.276
H9 3.677 1.026 -5.550  0.293
H10 2.302 -1.952 -4.048  0.303
H11 1.298 -0.610 -4.607  0.270
H12 1.145 -1.173 -2.951  0.158
H13 4.752 -1.498 -2.316  0.348
H14 3.749 -0.799 -1.033  0.262
H15 5.136 0.097 -1.660  0.299
H16 1.773 2.241 -3.318  0.521
H17 3.174 2.531 -2.300  0.229
H18 3.764 1.756 0.074  0.445
H19 2.686 1.267 1.393  0.372
H20 2.068 4.683 -1.115  0.304
H21 3.803 4.833 -0.781  0.291
H22 2.652 5.935 -0.016  0.325
H23 0.131 3.861 1.193  0.142
H24 0.866 4.979 2.356  0.379
H25 0.753 3.244 2.717  0.133
H26 4.963 4.006 1.912  0.292
H27 3.908 3.500 3.239  0.300
H28 3.900 5.181 2.698  0.286
O1 0.702 -1.203 3.631  -0.725
Se1 -0.088 0.194 3.360  0.981
O2 -1.739 -0.087 3.244  -0.796
O3 0.153 0.637 1.749  -0.442
O4 0.307 1.386 4.377  -0.760

Values from the calculation:
- Total energy: -197314.8145 eV
- Strongest force on any atom: 0.71 eV/A
- Energy relative to the best compared isomer or geometry (same formula, charge and spin): 18.1 kJ/mol
- Total charge: -2
- HOMO-LUMO gap: 0.1646 Ha
- Multiplicity: 1

=====

# 2
The following is a quantum chemistry calculation of C23H28N11O6S4Zn as an isolated structure, from the OMol25 dataset.

Each line ends with the Mulliken charge.
Element x y z (Å)
Zn1 -0.386 0.251 -0.998  1.984
N1 0.948 1.929 2.045  -0.217
C1 -0.242 2.346 1.594  0.153
N2 -0.787 1.959 0.471  0.422
C2 -1.991 2.592 0.248  -0.138
C3 -2.394 3.448 1.211  -0.494
S1 -1.201 3.514 2.465  -0.217
C4 -2.687 2.215 -0.984  -0.621
C5 -3.642 2.891 -1.654  -0.205
S2 -4.059 2.026 -3.096  -0.282
C6 -2.913 0.790 -2.684  0.084
N3 -2.292 1.022 -1.551  0.550
N4 -2.712 -0.316 -3.414  -0.425
H1 1.466 1.211 1.546  -0.086
H2 1.195 2.030 3.014  0.156
H3 -3.315 4.001 1.278  0.457
H4 -4.066 3.854 -1.430  0.465
H5 -2.980 -0.278 -4.382  0.276
H6 -1.818 -0.809 -3.175  0.178
O1 -0.333 -1.104 -2.456  -1.205
C7 0.682 -1.125 -3.341  1.072
C8 2.030 -1.406 -2.665  -0.351
C9 3.301 -0.966 -3.390  -0.832
C10 3.717 -1.827 -4.575  -0.836
C11 2.635 -1.985 -5.636  -0.468
C12 1.418 -2.763 -5.122  -0.894
N5 0.371 -2.025 -4.435  -0.271
H7 2.046 -2.475 -2.426  0.705
H8 1.989 -0.867 -1.721  -0.307
H9 4.114 -0.962 -2.658  0.373
H10 3.179 0.069 -3.713  0.148
H11 3.997 -2.828 -4.221  0.302
H12 4.618 -1.398 -5.025  0.410
H13 3.052 -2.525 -6.493  0.415
H14 2.311 -1.004 -5.997  0.240
H15 1.769 -3.572 -4.471  0.294
H16 0.923 -3.256 -5.962  0.403
H17 -0.167 -1.492 -5.106  0.335
O2 -0.449 2.252 -3.629  -0.673
S3 0.833 1.638 -3.362  0.947
O3 0.772 0.205 -4.066  -0.419
O4 1.024 1.354 -1.909  -0.869
O5 1.979 2.298 -3.922  -0.719
O6 3.015 -1.657 3.337  -0.709
S4 3.049 -0.552 2.253  0.005
N6 1.953 -1.003 0.940  -0.238
C13 -2.917 -0.850 1.230  -1.430
C14 -1.498 -1.214 1.480  1.043
N7 -0.475 -0.950 0.696  -0.219
C15 0.671 -1.358 1.368  -0.112
C16 0.313 -1.928 2.541  -1.306
N8 -1.062 -1.809 2.622  0.246
C17 -1.749 -1.838 3.882  -1.285
N9 -1.715 -0.544 4.535  0.849
N10 -2.882 0.112 4.728  -0.642
N11 -2.655 1.245 5.270  -0.650
C18 -1.295 1.380 5.436  0.228
C19 -0.558 2.449 5.956  -0.592
C20 0.809 2.312 5.978  -0.414
C21 1.437 1.142 5.497  -0.885
C22 0.730 0.081 4.981  -0.731
C23 -0.667 0.227 4.962  1.450
H18 -3.036 -0.575 0.185  0.109
H19 -3.212 0.003 1.846  0.179
H20 -3.590 -1.679 1.456  0.588
H21 2.370 -1.647 0.279  0.320
H22 0.952 -2.348 3.300  0.998
H23 -1.266 -2.585 4.511  0.426
H24 -2.802 -2.081 3.762  0.348
H25 -1.056 3.341 6.309  0.427
H26 1.424 3.115 6.364  0.370
H27 2.518 1.078 5.511  0.415
H28 1.257 -0.778 4.585  0.367

Values from the calculation:
- Total energy: -144745.7391 eV
- Strongest force on any atom: 0.22 eV/A
- Energy relative to the best compared isomer or geometry (same formula, charge and spin): 10.7 kJ/mol
- Total charge: -1
- HOMO-LUMO gap: 0.2122 Ha
- Multiplicity: 1

=====

# 3
The following is a quantum chemistry calculation of an isolated molecule of C23H28N2O3, from the OMol25 dataset.

Each line ends with the Mulliken charge.
Element x y z (Å)
C1 -2.947 -3.839 -0.541  -1.030
O1 -2.447 -2.836 0.308  -0.379
C2 -1.148 -2.466 0.186  0.655
C3 -0.265 -2.970 -0.763  -0.582
C4 1.042 -2.529 -0.808  -1.242
C5 1.515 -1.586 0.095  -0.073
C6 2.938 -1.165 -0.037  0.219
O2 3.749 -1.809 -0.678  -0.706
N1 3.262 -0.002 0.579  -0.062
C7 4.573 0.553 0.531  -0.256
C8 5.129 1.253 1.734  -0.674
C9 4.748 2.041 0.512  -0.654
C10 0.641 -1.097 1.063  0.084
C11 -0.680 -1.505 1.107  0.522
O3 -1.521 -1.033 2.091  -0.596
C12 -2.195 0.198 1.828  -0.393
C13 -1.242 1.394 1.752  0.599
C14 -2.041 2.682 1.502  -1.463
N2 -2.879 2.641 0.327  0.325
C15 -2.263 3.003 -0.938  -1.781
C16 -1.146 2.124 -1.457  1.353
C17 0.180 2.411 -1.153  -0.642
C18 1.205 1.599 -1.606  -0.239
C19 0.918 0.479 -2.368  -0.589
C20 -0.396 0.190 -2.690  -0.606
C21 -1.418 1.013 -2.247  -0.567
C22 -3.753 1.490 0.343  -1.367
C23 -3.039 0.149 0.556  0.722
H1 -3.982 -3.990 -0.239  0.261
H2 -2.396 -4.777 -0.424  0.365
H3 -2.919 -3.528 -1.591  0.391
H4 -0.593 -3.709 -1.477  0.472
H5 1.726 -2.919 -1.547  0.454
H6 2.554 0.531 1.056  0.138
H7 5.224 -0.068 -0.069  0.624
H8 6.175 1.127 1.964  0.270
H9 4.500 1.340 2.607  0.233
H10 5.531 2.460 -0.101  0.262
H11 3.864 2.659 0.568  0.229
H12 0.971 -0.418 1.834  0.822
H13 -2.849 0.310 2.702  0.296
H14 -0.538 1.236 0.934  -0.517
H15 -0.684 1.484 2.687  0.515
H16 -1.361 3.532 1.417  0.462
H17 -2.698 2.858 2.362  0.395
H18 -1.881 4.022 -0.815  0.446
H19 -3.068 3.034 -1.679  0.478
H20 0.411 3.287 -0.561  0.346
H21 2.231 1.840 -1.374  0.558
H22 1.718 -0.157 -2.716  0.454
H23 -0.626 -0.673 -3.297  0.397
H24 -2.440 0.797 -2.527  0.317
H25 -4.319 1.467 -0.591  0.452
H26 -4.465 1.642 1.164  0.383
H27 -3.772 -0.655 0.632  0.500
H28 -2.383 -0.062 -0.290  -0.579

Values from the calculation:
- Total energy: -33427.2840 eV
- Strongest force on any atom: 0.55 eV/A
- SMILES: COc1ccc(C(=O)NC2CC2)cc1OC1CCN(Cc2ccccc2)CC1
- Energy relative to the best compared isomer or geometry (same formula, charge and spin): 229.2 kJ/mol
- HOMO-LUMO gap: 0.3262 Ha
- Multiplicity: 1

=====

# 4
The following is a quantum chemistry calculation of an isolated molecule of C23H28N2O5S, from the OMol25 dataset.

Each line ends with the Mulliken charge.
Element x y z (Å)
C1 -6.143 -0.302 -0.954  -0.786
O1 -5.780 0.957 -0.434  -0.482
C2 -4.467 1.189 -0.176  0.372
C3 -4.155 2.413 0.413  -0.926
C4 -2.852 2.734 0.736  -0.645
C5 -1.817 1.841 0.480  -0.420
O2 -0.497 2.068 0.781  -0.352
C6 -0.201 3.137 1.652  -1.226
C7 -2.126 0.623 -0.132  -0.885
N1 -1.084 -0.314 -0.359  0.769
C8 -0.584 -0.475 -1.710  -0.805
C9 0.948 -0.506 -1.706  0.215
O3 1.591 -1.296 -2.367  -0.692
N2 1.489 0.435 -0.919  0.657
C10 2.917 0.539 -0.716  -0.042
C11 3.601 1.454 -1.762  -1.604
C12 4.273 2.526 -0.900  0.194
C13 5.439 1.878 -0.144  -0.997
C14 4.730 0.997 0.905  -1.117
C15 3.245 1.234 0.610  -0.183
C16 3.240 2.710 0.210  -0.972
S1 -1.343 -1.788 0.424  1.502
O4 -1.945 -1.488 1.688  -0.783
O5 -2.022 -2.711 -0.445  -0.722
C17 0.346 -2.314 0.662  0.047
C18 1.090 -1.669 1.631  -0.303
C19 2.417 -2.021 1.805  -0.423
C20 2.979 -3.005 1.005  -0.568
C21 2.220 -3.646 0.039  -0.587
C22 0.890 -3.301 -0.134  -0.283
C23 -3.435 0.301 -0.455  0.743
H1 -5.825 -1.114 -0.295  0.342
H2 -5.723 -0.459 -1.953  0.301
H3 -7.230 -0.289 -1.019  0.236
H4 -4.956 3.102 0.624  0.456
H5 -2.654 3.687 1.200  0.422
H6 -0.802 3.084 2.564  0.536
H7 0.852 3.032 1.907  0.279
H8 -0.359 4.106 1.167  0.354
H9 -0.956 -1.406 -2.151  0.450
H10 -0.918 0.362 -2.329  0.394
H11 0.871 1.016 -0.366  -0.054
H12 3.314 -0.480 -0.764  0.744
H13 4.310 0.909 -2.381  0.340
H14 2.849 1.894 -2.417  0.481
H15 4.553 3.420 -1.454  0.465
H16 6.075 1.297 -0.809  0.396
H17 6.058 2.639 0.333  0.391
H18 4.995 -0.055 0.811  0.320
H19 4.975 1.318 1.918  0.421
H20 2.579 0.942 1.420  0.671
H21 2.277 3.051 -0.166  0.217
H22 3.580 3.370 1.007  0.402
H23 0.611 -0.912 2.231  0.452
H24 3.015 -1.532 2.560  0.428
H25 4.017 -3.274 1.137  0.417
H26 2.664 -4.407 -0.583  0.407
H27 0.271 -3.778 -0.875  0.456
H28 -3.611 -0.667 -0.894  0.580

Values from the calculation:
- Total energy: -48358.0072 eV
- Strongest force on any atom: 0.93 eV/A
- SMILES: COc1ccc(OC)c(N(CC(=O)N[C@H]2C[C@@H]3CC[C@H]2C3)S(=O)(=O)c2ccccc2)c1
- Energy relative to the best compared isomer or geometry (same formula, charge and spin): 159.3 kJ/mol
- HOMO-LUMO gap: 0.3252 Ha
- Multiplicity: 1